# 1
{"formula": "C5H16SSi2", "method": "wB97M-V/def2-TZVPD", "s_squared": 2.0063, "gap_ev": [4.18, 5.00], "spin_multiplicity": 3, "symbols": ["C", "C", "C", "C", "C", "Si", "Si", "S", "H", "H", "H", "H", "H", "H", "H", "H", "H", "H", "H", "H", "H", "H", "H", "H"], "xyz": [[-1.257, 1.030, 1.498], [-1.269, 2.004, -1.361], [-2.212, -0.781, -0.661], [1.581, -0.692, 1.729], [1.747, -1.854, -1.180], [-0.889, 0.485, -0.336], [1.313, -0.251, -0.173], [2.781, 1.343, -0.579], [-1.084, 0.252, 2.285], [-0.768, 1.882, 1.755], [-2.238, 1.431, 1.533], [-0.614, 2.807, -0.837], [-1.336, 1.983, -2.388], [-2.343, 2.396, -1.003], [-1.682, -1.649, -1.252], [-2.430, -1.334, 0.305], [-3.145, -0.427, -1.005], [1.856, 0.157, 2.317], [0.586, -1.068, 2.090], [2.247, -1.613, 1.658], [2.037, -1.716, -2.202], [2.624, -2.247, -0.715], [0.825, -2.538, -1.106], [3.670, 0.399, -0.372]], "atomic_forces_ev_per_a": [[-0.143, -2.508, -1.008], [-1.421, 2.285, 4.600], [2.059, -3.403, 0.895], [-0.829, -1.796, -1.309], [-1.565, 0.345, 0.720], [-0.506, -0.129, 1.613], [-3.377, -2.079, 0.109], [1.322, 2.203, -0.239], [-0.365, 0.657, -0.781], [2.314, 2.458, 0.915], [-1.588, -0.310, 0.025], [-0.669, -0.955, -1.655], [0.539, 0.125, -2.272], [1.949, -1.084, -0.650], [-1.571, 1.627, 0.360], [0.261, 0.778, -0.788], [-0.960, 0.209, -0.994], [0.697, 0.067, 0.504], [0.905, 0.436, -0.382], [-0.322, 1.507, 0.615], [-0.209, 0.253, -0.659], [0.447, -0.849, 0.547], [1.601, 0.771, -0.121], [1.431, -0.608, -0.047]]}

***

# 2
{"formula": "C9H13NO2", "method": "wB97M-V/def2-TZVPD", "gap_ev": 8.46, "spin_multiplicity": 1, "relative_energy_kj_mol": 495.83, "smiles": "CC(C)(CCc1ccco1)N=O", "symbols": ["C", "C", "C", "C", "C", "C", "C", "C", "C", "O", "N", "O", "H", "H", "H", "H", "H", "H", "H", "H", "H", "H", "H", "H", "H"], "xyz": [[0.121, 0.234, -2.568], [-0.811, -0.560, -1.659], [-0.701, -2.062, -1.983], [-0.466, -0.263, -0.247], [0.316, 0.949, 0.176], [0.641, 0.854, 1.674], [0.980, -0.266, 2.456], [1.229, 0.241, 3.709], [0.907, 1.562, 3.642], [0.681, 1.969, 2.392], [-2.201, -0.173, -1.715], [-2.564, 0.759, -2.442], [0.120, -0.165, -3.603], [-0.389, 1.249, -2.688], [1.177, 0.248, -2.089], [-1.513, -2.430, -2.716], [0.220, -2.226, -2.531], [-0.864, -2.432, -0.949], [0.165, -1.084, 0.132], [-1.394, -0.106, 0.298], [-0.356, 1.837, 0.037], [1.191, 1.048, -0.343], [1.137, -1.219, 2.084], [1.415, -0.345, 4.574], [0.960, 2.380, 4.360]], "atomic_forces_ev_per_a": [[-0.068, 1.180, -0.460], [1.876, 1.056, -2.506], [-2.355, 0.200, 0.063], [0.795, -0.624, 2.218], [-2.486, 1.432, 2.050], [0.358, -2.637, -1.716], [-0.605, 2.920, -2.641], [-0.925, 0.901, 1.310], [1.514, 1.107, 2.168], [-0.950, -0.204, -0.140], [-2.887, 1.717, -1.679], [1.538, -2.160, 1.554], [0.311, 0.030, 0.619], [1.373, -0.881, 0.348], [-1.814, 0.165, -1.331], [0.935, 0.658, 1.360], [0.417, -0.380, 0.749], [0.488, -1.262, -1.181], [-0.825, -0.209, 0.080], [-0.184, -1.049, 0.449], [0.962, -0.349, 0.003], [2.215, 0.606, -1.389], [0.049, -1.663, -0.469], [0.314, -0.058, 0.666], [-0.048, -0.498, -0.124]]}

***

# 3
{"formula": "C7H18N4O2", "method": "wB97M-V/def2-TZVPD", "gap_ev": [7.39, 7.39], "spin_multiplicity": 1, "relative_energy_kj_mol": 28.63, "total_charge": 2, "symbols": ["C", "C", "C", "C", "C", "C", "C", "N", "N", "N", "N", "O", "O", "H", "H", "H", "H", "H", "H", "H", "H", "H", "H", "H", "H", "H", "H", "H", "H", "H", "H"], "xyz": [[-1.358, -1.266, -0.616], [-0.588, -0.156, -0.400], [1.042, -0.055, -0.613], [2.996, 1.417, -0.841], [1.756, -1.969, 0.757], [-2.565, 1.154, -0.469], [-3.303, -0.041, 0.160], [-4.659, -0.033, -0.105], [1.594, 1.115, -0.722], [-1.142, 1.099, -0.189], [1.817, -1.273, -0.566], [-2.635, -1.284, -0.377], [2.357, 0.659, 2.184], [-0.987, -2.198, -1.028], [3.151, 2.468, -0.605], [3.596, 0.827, -0.149], [3.346, 1.258, -1.865], [2.432, -2.821, 0.756], [2.053, -1.265, 1.537], [0.746, -2.318, 0.952], [-2.709, 1.128, -1.554], [-2.985, 2.082, -0.084], [-3.123, -0.077, 1.241], [-4.927, 0.005, -1.079], [-5.224, -0.686, 0.417], [0.936, 1.892, -0.801], [3.214, 0.950, 2.518], [-0.881, 1.552, 0.679], [1.491, -1.929, -1.294], [2.806, -1.049, -0.763], [1.751, 0.816, 2.916]], "atomic_forces_ev_per_a": [[0.294, 0.160, 0.180], [4.433, 0.546, -0.400], [-5.260, 0.440, 0.202], [1.074, 0.273, -0.240], [-0.017, -0.556, 1.342], [-0.443, -0.232, -0.090], [-0.057, 0.800, 0.210], [0.087, -0.156, -0.099], [-0.721, -1.331, 0.047], [0.295, 0.378, 0.037], [0.738, 0.171, -0.461], [0.142, -0.306, -0.210], [0.050, 0.110, -0.111], [0.105, -0.058, 0.006], [-0.037, -0.080, 0.066], [-0.080, 0.022, 0.069], [-0.099, -0.004, 0.040], [0.072, 0.049, -0.297], [-0.017, -0.032, -0.260], [-0.020, 0.101, -0.229], [-0.069, 0.045, 0.063], [0.042, -0.104, -0.035], [-0.006, -0.095, -0.202], [0.007, 0.043, 0.010], [0.011, 0.007, 0.033], [-0.278, -0.163, 0.053], [0.041, 0.031, 0.113], [-0.109, -0.158, 0.119], [0.101, 0.294, 0.010], [-0.252, -0.238, -0.112], [-0.028, 0.043, 0.147]]}

***

# 4
{"formula": "C4H12O", "method": "wB97M-V/def2-TZVPD", "gap_ev": 11.42, "spin_multiplicity": 1, "relative_energy_kj_mol": 72.51, "smiles": "CCO.CC", "symbols": ["C", "C", "O", "H", "H", "H", "H", "H", "H", "C", "C", "H", "H", "H", "H", "H", "H"], "xyz": [[0.226, 0.698, -0.887], [1.365, 1.301, -1.717], [2.001, 0.335, -2.529], [-0.651, 0.510, -1.519], [-0.210, 1.530, -0.312], [0.439, -0.188, -0.306], [1.058, 2.210, -2.238], [2.060, 1.607, -0.923], [1.321, -0.223, -2.855], [-2.078, -1.256, 1.813], [-1.237, -0.966, 3.068], [-1.412, -1.596, 1.021], [-2.799, -2.021, 2.083], [-2.544, -0.360, 1.406], [-0.749, 0.009, 3.058], [-1.911, -1.014, 3.926], [-0.439, -1.679, 3.282]], "atomic_forces_ev_per_a": [[-1.517, 1.484, -1.208], [0.174, -0.685, 1.969], [0.855, 1.026, 0.298], [0.193, -0.578, -0.268], [0.472, -0.380, 0.592], [0.373, 0.070, 0.199], [-0.135, -0.180, -0.292], [0.442, 0.098, -0.643], [-0.862, -0.859, -0.632], [1.191, 0.058, 0.192], [-0.294, 0.226, 0.335], [-0.186, -0.332, -0.123], [-0.212, -0.029, -0.464], [-0.329, -0.023, 0.309], [-0.169, 0.067, -0.081], [0.174, 0.279, 0.159], [-0.170, -0.242, -0.343]]}

***

# 5
{"formula": "CH11N3O3", "method": "wB97M-V/def2-TZVPD", "s_squared": 0.7507, "gap_ev": [2.80, 9.62], "spin_multiplicity": 2, "relative_energy_kj_mol": 91.00, "total_charge": -1, "symbols": ["N", "C", "N", "N", "H", "H", "H", "H", "H", "H", "H", "O", "H", "H", "O", "H", "H", "O"], "xyz": [[0.820, 2.527, 1.420], [0.448, 1.564, 0.497], [1.528, 0.757, 0.109], [-0.677, 1.580, -0.123], [1.700, 2.524, 1.920], [0.133, 2.945, 2.046], [1.028, -0.047, -0.362], [2.216, 0.658, 0.867], [-1.230, 2.429, 0.053], [0.071, -2.743, -2.388], [-0.833, -2.399, -1.335], [-0.062, -3.002, -1.430], [-1.990, 0.018, -0.468], [-3.267, 0.404, -1.146], [-2.901, -0.307, -0.610], [1.497, -2.675, -0.197], [0.373, -1.836, 0.494], [1.144, -2.398, 0.653]], "atomic_forces_ev_per_a": [[-0.190, 1.076, 1.294], [1.204, 1.385, -0.367], [-2.380, 0.059, 0.035], [-0.026, -0.367, -0.037], [0.137, -0.581, -0.554], [-0.221, -0.372, -0.732], [1.701, 0.343, 0.562], [-0.579, -0.908, -0.660], [0.370, -0.517, 0.359], [0.422, -0.688, 0.874], [0.039, -0.257, 0.771], [-0.870, 0.742, -2.614], [-0.005, 0.040, 0.079], [-0.088, -0.067, -0.073], [0.075, 0.050, -0.026], [-0.598, 0.157, -0.203], [0.150, -0.304, -0.332], [0.860, 0.208, 1.624]]}

***

# 6
{"formula": "C19H29IrN9OS2", "method": "wB97M-V/def2-TZVPD", "s_squared": 0.7551, "gap_ev": [6.61, 5.29], "spin_multiplicity": 2, "relative_energy_kj_mol": 150.44, "total_charge": 4, "symbols": ["Ir", "N", "N", "C", "N", "S", "H", "H", "H", "H", "H", "S", "C", "C", "C", "C", "C", "C", "C", "C", "C", "N", "H", "H", "H", "H", "H", "H", "N", "C", "C", "N", "C", "C", "H", "H", "H", "H", "H", "H", "H", "H", "H", "H", "H", "C", "N", "C", "C", "C", "N", "C", "O", "N", "H", "H", "H", "H", "H", "H", "H"], "xyz": [[0.267, -0.221, 0.123], [0.377, -0.251, 2.418], [1.692, -0.353, 2.918], [2.744, -0.205, 2.113], [3.960, -0.254, 2.603], [2.544, 0.062, 0.405], [-0.064, 0.566, 2.838], [-0.159, -1.070, 2.712], [1.803, -0.535, 3.910], [4.153, -0.369, 3.591], [4.766, -0.181, 1.995], [-1.183, -0.096, -4.091], [0.505, -0.264, -4.159], [1.099, -0.300, -2.920], [0.142, -0.173, -1.888], [-1.147, -0.061, -2.378], [-2.229, 0.070, -1.422], [-3.593, 0.084, -1.690], [-4.488, 0.198, -0.642], [-4.011, 0.303, 0.666], [-2.654, 0.283, 0.873], [-1.774, 0.195, -0.142], [0.990, -0.324, -5.123], [2.170, -0.384, -2.799], [-3.942, -0.007, -2.711], [-5.553, 0.199, -0.834], [-4.686, 0.386, 1.506], [-2.245, 0.358, 1.872], [0.184, 5.107, 0.121], [1.475, 4.365, 0.289], [1.228, 2.960, 0.829], [0.314, 2.148, -0.020], [-0.959, 2.918, -0.165], [-0.755, 4.314, -0.740], [0.357, 6.029, -0.295], [-0.243, 5.293, 1.034], [2.112, 4.935, 0.965], [1.947, 4.341, -0.694], [0.799, 3.009, 1.833], [2.198, 2.481, 0.900], [0.712, 2.054, -0.958], [-1.437, 2.970, 0.816], [-1.632, 2.401, -0.835], [-1.699, 4.852, -0.803], [-0.308, 4.279, -1.734], [-1.853, -4.728, 0.908], [-0.555, -4.198, 0.433], [0.460, -5.012, 0.021], [1.608, -4.498, -0.459], [1.769, -3.086, -0.573], [0.779, -2.283, -0.088], [-0.363, -2.868, 0.396], [-1.214, -2.040, 0.795], [2.855, -2.632, -1.171], [-1.814, -5.811, 0.838], [-2.648, -4.345, 0.274], [-2.015, -4.429, 1.940], [0.281, -6.076, 0.095], [2.398, -5.153, -0.798], [3.517, -3.292, -1.553], [3.020, -1.658, -1.346]], "atomic_forces_ev_per_a": [[0.198, 0.984, 0.421], [-0.040, 0.041, 0.049], [-0.087, -0.035, 0.042], [0.054, 0.001, -0.079], [0.013, 0.020, 0.071], [0.327, -0.183, -0.046], [0.012, -0.034, 0.083], [0.026, -0.033, -0.049], [0.018, 0.010, -0.006], [0.008, -0.009, -0.009], [-0.009, -0.004, -0.007], [-0.056, -0.023, 0.118], [0.062, 0.003, 0.042], [-0.074, 0.129, -0.125], [-0.110, -0.066, -0.043], [0.122, 0.079, 0.162], [0.163, 0.049, -0.023], [0.023, 0.042, -0.008], [-0.021, 0.003, -0.018], [0.052, 0.049, 0.011], [-0.043, 0.227, -0.011], [-0.261, -0.674, -0.498], [0.010, -0.006, 0.005], [-0.004, 0.032, -0.053], [0.005, -0.009, -0.003], [0.002, 0.000, -0.005], [0.002, -0.001, 0.001], [-0.019, -0.088, 0.009], [-0.039, 0.036, 0.061], [-0.013, 0.008, -0.053], [-0.056, 0.070, 0.080], [-0.133, -0.202, -0.243], [-0.016, 0.071, 0.007], [0.096, 0.019, -0.012], [0.009, -0.020, -0.025], [0.004, 0.031, -0.011], [0.028, -0.052, 0.021], [0.031, -0.006, 0.018], [-0.020, -0.003, -0.017], [0.027, -0.040, 0.017], [0.076, 0.220, 0.020], [-0.007, -0.027, -0.010], [-0.035, -0.045, -0.064], [-0.037, -0.061, 0.002], [-0.037, 0.000, -0.013], [0.060, 0.007, -0.001], [0.046, 0.065, 0.011], [0.037, 0.000, -0.031], [0.006, -0.040, 0.030], [-0.127, -0.045, -0.248], [-0.376, -0.588, 0.067], [0.030, 0.364, -0.035], [0.173, -0.318, 0.315], [-0.049, 0.064, 0.052], [-0.032, -0.003, 0.011], [-0.018, -0.008, 0.022], [-0.022, -0.004, -0.004], [0.004, 0.000, -0.018], [-0.001, -0.002, -0.005], [0.008, 0.016, -0.001], [0.011, -0.012, 0.021]]}

***

# 7
{"formula": "C10H21INO2P2STc", "method": "wB97M-V/def2-TZVPD", "s_squared": 3.7820, "gap_ev": [5.66, 4.48], "spin_multiplicity": 4, "total_charge": 3, "symbols": ["C", "C", "H", "H", "H", "O", "I", "Tc", "P", "C", "C", "H", "H", "H", "H", "H", "H", "C", "H", "H", "H", "P", "C", "C", "H", "H", "H", "C", "H", "H", "H", "H", "H", "H", "C", "O", "S", "C", "N"], "xyz": [[-0.001, -0.111, -5.954], [0.004, 0.494, -4.563], [0.004, 0.662, -6.747], [-0.901, -0.723, -6.090], [0.890, -0.736, -6.093], [0.015, 1.673, -4.298], [-0.007, -0.738, -2.629], [-0.005, -0.350, 0.875], [2.318, -0.149, 0.857], [3.191, 1.196, 1.761], [3.062, -1.685, 1.485], [4.152, -1.647, 1.380], [3.906, -0.161, -1.017], [2.664, -2.537, 0.923], [2.263, -0.734, -1.470], [2.822, 1.191, 2.799], [2.788, -1.822, 2.538], [2.830, 0.005, -0.872], [4.288, 1.071, 1.763], [2.517, 1.001, -1.208], [2.931, 2.166, 1.311], [-2.322, -0.106, 0.860], [-3.166, 1.256, 1.762], [-2.831, 0.054, -0.867], [-2.712, -2.486, 0.930], [-4.180, -1.568, 1.388], [-2.819, -1.768, 2.543], [-3.092, -1.626, 1.491], [-2.278, -0.694, -1.465], [-3.909, -0.093, -1.012], [-4.265, 1.154, 1.764], [-2.888, 2.221, 1.312], [-2.501, 1.043, -1.206], [-2.798, 1.247, 2.799], [0.013, 1.425, 1.545], [0.025, 2.531, 1.949], [-0.011, -1.423, 2.871], [-0.002, -0.070, 3.915], [0.007, 0.835, 4.670]], "atomic_forces_ev_per_a": [[-0.010, -1.045, 0.090], [0.062, 6.727, -0.945], [-0.002, 0.087, 0.955], [0.244, -0.059, 0.159], [-0.244, -0.057, 0.169], [-0.040, -4.640, -0.667], [-0.017, -1.169, 0.733], [0.011, -2.101, -2.441], [4.372, 0.624, 0.832], [-0.900, 0.076, 0.131], [-0.741, -0.353, 0.188], [-0.121, 0.129, -0.102], [-0.102, 0.138, 0.437], [0.207, -0.015, 0.035], [0.774, 0.404, 0.352], [0.276, 0.069, -0.169], [0.252, 0.063, -0.171], [-0.970, -0.196, -0.665], [-0.504, -0.201, -0.177], [0.294, -0.158, -0.118], [0.177, -0.244, 0.115], [-4.330, 0.712, 0.860], [0.882, 0.074, 0.137], [0.956, -0.206, -0.692], [-0.197, -0.021, 0.021], [0.102, 0.127, -0.104], [-0.243, 0.074, -0.154], [0.717, -0.383, 0.192], [-0.749, 0.396, 0.345], [0.079, 0.131, 0.434], [0.478, -0.213, -0.177], [-0.174, -0.229, 0.102], [-0.289, -0.132, -0.116], [-0.264, 0.065, -0.155], [0.078, 7.252, 2.502], [-0.061, -5.698, -2.202], [0.003, 0.641, 0.453], [0.020, 1.341, 1.616], [-0.025, -2.009, -1.801]]}

***

# 8
{"formula": "C4H9NO", "method": "wB97M-V/def2-TZVPD", "gap_ev": 8.68, "spin_multiplicity": 1, "relative_energy_kj_mol": 407.62, "symbols": ["C", "C", "C", "N", "C", "O", "H", "H", "H", "H", "H", "H", "H", "H", "H"], "xyz": [[0.479, -1.560, 0.800], [0.047, -1.080, -0.578], [0.372, 1.158, -1.138], [-0.009, 1.777, 0.063], [-0.983, 1.135, 0.741], [-1.607, 0.237, 0.195], [0.920, -2.568, 0.719], [1.251, -0.911, 1.222], [-0.336, -1.638, 1.533], [-0.893, -1.568, -0.880], [0.794, -1.177, -1.333], [-0.430, 1.076, -1.860], [1.242, 1.700, -1.569], [0.598, 2.427, 0.543], [-1.099, 1.394, 1.797]], "atomic_forces_ev_per_a": [[0.110, 0.305, -0.141], [0.709, 0.126, -0.481], [-0.248, -0.695, 0.148], [-0.201, -0.216, 0.148], [-0.350, 0.051, 0.215], [-0.650, 0.799, 0.588], [-0.044, 0.290, -0.097], [0.017, -0.032, 0.050], [0.114, 0.203, -0.407], [0.408, 0.879, -0.120], [0.548, -0.612, -0.277], [-0.111, -0.001, 0.063], [-0.202, -1.028, 0.318], [-0.067, -0.251, -0.068], [-0.032, 0.182, 0.061]]}